Molecular formula: C4H6NOP
Method: DFT, ωB97M-V/def2-TZVPD

Positions of all 13 atoms, in Å:
N -0.38 -2.00 -0.24
P 0.87 -0.91 -1.03
C 1.20 -0.05 0.56
C 0.54 1.00 0.98
C -0.64 1.45 0.28
C -0.86 1.11 -0.99
O -0.03 0.18 -1.68
H -0.41 -2.81 -0.92
H 0.05 -2.34 0.63
H 2.13 -0.21 1.13
H 0.72 1.29 2.01
H -1.41 1.97 0.73
H -1.80 1.33 -1.46

## Properties
- LUMO energy: 0.70 eV
- DFT total energy: -627.330249 a.u.
- Highest occupied orbital energy: -8.50 eV
- Energy relative to the best compared isomer or geometry (same formula, charge and spin): 0.000 eV



Molecular formula: C4H6NOPS
Method: DFT, ωB97M-V/def2-TZVPD

Positions of all 14 atoms, in Å:
C 0.23 -0.48 0.21
C 1.61 -0.82 0.06
C -0.03 1.00 0.36
C 1.01 1.71 -0.43
N -0.67 -1.64 -0.05
O 2.21 -1.89 0.14
P -2.23 -1.59 -0.49
S 2.53 0.69 -0.31
H -1.00 1.17 0.07
H -0.02 1.09 1.41
H 0.71 1.77 -1.47
H 1.25 2.79 -0.10
H -3.17 -0.84 0.42
H -2.41 -2.97 0.19

## Properties
- LUMO energy (spin up / spin down): 0.44 / -3.00 eV
- Expectation value of S²: 2.02
- DFT total energy: -1025.389146 a.u.
- Highest occupied orbital energy (spin up / spin down): -7.64 / -9.10 eV
- 2S+1: 3



Molecular formula: C4H6NOS
Method: DFT, ωB97M-V/def2-TZVPD

Positions of all 13 atoms, in Å:
C 1.08 -0.12 -0.06
C -0.06 -0.99 -0.11
C -1.28 -0.14 0.28
C -0.99 1.31 -0.14
N 2.99 -0.93 0.04
O 3.77 -0.10 0.00
S 0.89 1.52 0.01
H -0.24 -1.37 -1.06
H 0.19 -1.89 0.64
H -2.26 -0.53 -0.31
H -1.32 -0.07 1.39
H -1.28 1.30 -1.14
H -1.49 2.02 0.46

## Properties
- LUMO energy: -6.06 eV
- DFT total energy: -683.759948 a.u.
- Highest occupied orbital energy: -14.33 eV
- Charge: +1
- Energy relative to the best compared isomer or geometry (same formula, charge and spin): 4.615 eV



Molecular formula: C4H6O
Method: DFT, ωB97M-V/def2-TZVPD

Positions of all 11 atoms, in Å:
C 1.99 1.96 0.92
C 1.77 1.08 -0.01
C -1.16 -0.22 -0.20
C -1.27 -1.64 -0.75
O -2.04 0.46 0.19
H 3.05 1.75 1.00
H 1.61 2.55 1.74
H -0.13 0.08 -0.06
H -1.97 -1.77 -1.56
H -0.32 -1.86 -1.23
H -1.53 -2.39 -0.05

## Properties
- LUMO energy: -0.09 eV
- DFT total energy: -231.073563 a.u.
- Highest occupied orbital energy: -9.61 eV
- Energy relative to the best compared isomer or geometry (same formula, charge and spin): 4.086 eV



Molecular formula: C4H6O
Method: DFT, ωB97M-V/def2-TZVPD

Positions of all 11 atoms, in Å:
C -0.57 -1.98 -1.10
C -0.30 -1.05 -0.22
C 0.07 -0.14 0.63
C 0.60 1.21 0.20
O 0.27 2.22 1.13
H 0.20 -2.70 -1.34
H -1.53 -2.06 -1.59
H 0.02 -0.33 1.70
H 0.23 1.44 -0.81
H 1.69 1.20 0.15
H -0.69 2.19 1.25

## Properties
- LUMO energy: 0.96 eV
- DFT total energy: -231.176117 a.u.
- Highest occupied orbital energy: -9.66 eV
- Energy relative to the best compared isomer or geometry (same formula, charge and spin): 1.295 eV



Molecular formula: C4H6O
Method: DFT, ωB97M-V/def2-TZVPD

Positions of all 11 atoms, in Å:
C 0.15 -0.13 1.22
C -0.07 0.42 0.06
C 0.84 -0.73 0.03
C -0.86 1.32 -0.76
O 0.43 -2.00 -0.43
H -0.20 -0.06 2.17
H 2.27 -0.69 0.02
H -0.21 2.02 -1.07
H -1.59 1.83 -0.18
H -1.31 0.59 -1.42
H 0.56 -2.56 0.36

## Properties
- LUMO energy: 1.04 eV
- DFT total energy: -231.096758 a.u.
- Highest occupied orbital energy: -9.38 eV
- Energy relative to the best compared isomer or geometry (same formula, charge and spin): 3.455 eV



Molecular formula: C4H6O
Method: DFT, ωB97M-V/def2-TZVPD

Positions of all 11 atoms, in Å:
C -0.56 -0.76 0.93
O 0.59 -1.31 0.24
C 1.01 -0.03 -0.17
C 0.05 0.51 -1.12
C -0.21 0.63 0.41
H -1.52 -1.14 0.59
H -0.43 -0.99 2.00
H 2.07 0.20 -0.15
H 0.36 1.46 -1.57
H -0.62 -0.11 -1.69
H -0.71 1.57 0.39

## Properties
- LUMO energy: 1.18 eV
- DFT total energy: -231.136566 a.u.
- Highest occupied orbital energy: -9.33 eV
- Energy relative to the best compared isomer or geometry (same formula, charge and spin): 2.372 eV



Molecular formula: C4H6O
Method: DFT, ωB97M-V/def2-TZVPD

Positions of all 11 atoms, in Å:
C -1.10 -1.05 -0.04
C -1.44 0.32 0.44
C -0.25 0.21 -0.34
C 1.09 0.80 -0.01
O -1.42 1.12 -0.74
H -0.67 -1.73 0.82
H -1.67 -1.53 -0.74
H -1.49 0.85 1.89
H 0.91 1.77 -0.37
H 1.82 0.20 -0.50
H 1.11 0.80 1.06

## Properties
- LUMO energy: 0.93 eV
- DFT total energy: -231.045066 a.u.
- Highest occupied orbital energy: -8.90 eV
- Energy relative to the best compared isomer or geometry (same formula, charge and spin): 4.861 eV